(1)
C25H30N4O5 | wB97M-V/def2-TZVPD

Structure (XYZ):
```
64
Properties=species:S:1:pos:R:3:mulliken_charge:R:1
O 3.696 -0.682 1.738 -0.7067
O 4.705 -0.002 -0.095 -0.4506
O -0.551 -1.651 0.498 -0.2544
O -3.126 -1.100 -0.670 -0.4171
O -4.669 -1.182 0.613 -0.5034
N -0.194 -2.410 -1.723 -0.6816
N 0.824 -1.623 -1.210 -0.0820
N -3.165 -3.028 0.277 -0.2046
N 2.526 0.086 0.206 -0.0647
C -4.102 1.137 0.828 0.2199
C 6.771 0.007 -0.910 -2.1384
C 0.983 3.426 -2.178 -0.2625
C -2.534 -4.144 -1.511 -1.6918
C -3.632 -1.704 0.078 0.3758
C 1.100 2.836 -0.930 -0.6125
C -2.671 2.216 2.545 -0.5138
C 0.065 1.849 -0.444 1.1673
C 6.174 -1.852 0.647 -1.3571
C 0.379 1.217 0.744 -1.1658
C 0.498 -1.387 -0.017 0.1264
C -5.164 0.136 0.321 -0.7082
C -0.844 1.887 -2.521 -0.3753
C 3.668 -0.136 0.680 0.8709
C -3.842 2.401 -0.016 -0.8230
C 1.139 -0.187 0.857 -0.4913
C -2.323 2.965 1.523 0.0994
C -2.076 -3.604 -0.280 0.5882
C -2.995 3.277 0.262 -0.1789
C 6.016 -0.435 0.271 1.4047
C 6.402 0.628 1.491 -1.4929
C -1.033 -2.605 -0.281 0.4072
C -3.597 1.135 1.983 0.3957
C -0.681 1.310 -1.258 0.2014
C 0.152 3.035 -3.098 -0.9458
H -1.711 1.582 -3.364 0.1691
H -0.207 3.443 -3.917 0.5269
H -3.780 -3.219 1.148 0.2920
H -3.244 -4.754 -1.475 0.7326
H -6.174 0.298 1.114 0.2239
H -3.062 -3.364 -2.134 0.2648
H 0.888 1.799 1.638 0.5774
H 1.560 -0.673 1.794 0.6318
H 1.999 3.094 0.089 0.0569
H -2.507 4.072 -0.387 0.3268
H -5.344 0.170 -0.752 0.3670
H 6.118 1.702 1.460 0.3147
H 7.818 -0.056 -0.811 0.5221
H -3.928 0.320 2.912 0.0215
H -1.451 0.700 -0.883 0.3279
H 5.912 -2.398 -0.363 0.3425
H 7.250 -1.974 1.124 0.3041
H -1.681 3.855 2.025 0.1130
H 7.353 0.568 1.814 0.5885
H -1.598 -4.656 -2.078 0.2517
H 2.583 0.208 -0.812 0.2897
H 6.667 0.952 -1.175 0.5802
H 5.897 0.257 2.502 0.2843
H 6.720 -0.629 -1.795 0.3812
H -0.560 0.774 1.162 -0.1903
H 1.674 4.261 -2.393 0.3379
H -1.765 -4.375 0.351 0.4374
H 5.651 -1.831 1.553 0.4632
H -4.227 2.270 -0.914 0.3972
H -2.229 1.932 3.552 0.3295
```

Its calculated total energy is -1565.177228 a.u. The calculation puts the orbital gap at 8.575 eV. As for the max |F|: 17.58 eV/A. The value obtained for the energy relative to the best compared isomer or geometry (same formula, charge and spin) is 524.0 kcal/mol.

(2)
C25H31AsBrN4O4RhS | wB97M-V/def2-TZVPD

Structure (XYZ):
```
68
Properties=species:S:1:pos:R:3:mulliken_spin:R:1
Rh 1.138 -1.083 1.064 1.0742
Br 2.184 1.064 0.027 0.0237
As 4.206 -1.108 0.002 0.0123
S -0.249 -0.148 -0.914 0.1765
O -2.418 -4.249 3.275 -0.0017
O 0.281 -2.682 0.854 0.2371
O 2.634 -1.692 -0.236 0.0811
O 2.212 -2.931 1.722 1.5257
N -0.966 1.484 -2.871 0.0133
N -2.468 -0.235 -2.455 -0.0320
N -1.325 -2.114 1.920 0.0359
N -0.860 -0.941 1.362 0.0122
C 0.943 -3.467 4.404 0.0279
C -2.890 1.393 -4.166 0.0036
C -0.164 -3.598 3.577 -0.0724
C -1.182 3.236 -4.527 0.0012
C 0.884 -3.829 5.740 -0.0017
C 4.658 -0.209 -1.640 0.0009
C -1.408 -4.466 5.439 -0.0005
C 0.355 5.127 -1.631 -0.0556
C -4.508 -0.468 -3.717 0.0018
C -3.228 0.254 -3.425 0.0356
C 5.249 -2.689 0.285 -0.0001
C -0.668 6.017 -1.943 0.1057
C -0.747 1.264 0.329 0.2123
C -0.118 -3.267 2.118 0.0412
C -1.321 0.376 -2.163 0.0703
C -0.299 -4.330 6.259 0.0009
C 4.212 0.036 1.667 -0.0033
C -1.233 3.561 -0.660 -0.0397
C 0.085 3.921 -1.003 0.1211
C -1.708 2.016 -3.856 0.0228
C -1.587 2.329 -0.024 0.3256
C -1.498 0.125 1.000 0.0334
C -1.344 -4.106 4.103 -0.0006
C -2.256 4.481 -0.982 0.0972
C -1.979 5.680 -1.610 -0.0525
H 3.882 -0.605 2.486 0.0038
H -0.485 -4.143 1.567 -0.0185
H 3.963 0.604 -1.780 -0.0003
H -4.287 -1.498 -3.996 0.0008
H 5.678 0.177 -1.599 0.0009
H -0.212 3.032 -4.984 0.0003
H -0.086 1.919 -2.609 -0.0183
H 1.756 -3.723 6.372 0.0002
H -0.450 6.956 -2.434 0.0084
H -3.544 1.753 -4.944 0.0017
H 5.151 -3.331 -0.587 0.0005
H -2.581 0.157 1.160 -0.0018
H -2.310 -2.246 2.102 0.0011
H -5.061 0.007 -4.524 0.0001
H 5.229 0.393 1.862 -0.0011
H 4.573 -0.930 -2.452 0.0005
H 4.853 -3.188 1.165 0.0069
H -1.057 4.042 -3.801 0.0013
H 6.299 -2.438 0.439 -0.0002
H 3.512 0.910 1.561 0.0041
H -2.652 2.226 0.199 -0.0068
H -1.862 3.575 -5.305 -0.0005
H 1.868 -3.080 3.996 -0.0124
H -0.360 -4.619 7.300 -0.0001
H 0.919 3.266 -0.778 -0.0008
H -5.129 -0.482 -2.822 0.0008
H 1.379 5.379 -1.882 -0.0035
H -3.285 4.244 -0.736 0.0025
H -3.199 -4.608 3.699 0.0005
H -2.333 -4.863 5.842 -0.0004
H -2.787 6.363 -1.845 -0.0032
```

Its calculated total energy is -6809.165796 a.u. As for the spin multiplicity: 5. The calculation puts the orbital gap (alpha / beta) at 5.238 / 5.876 eV. As for the max |F|: 8.18 eV/A. The value obtained for the energy relative to the best compared isomer or geometry (same formula, charge and spin) is 260.1 kcal/mol.

(3)
C25H31AsCaF6GeO4 | wB97M-V/def2-TZVPD

Structure (XYZ):
```
69
Properties=species:S:1:pos:R:3:mulliken_charge:R:1
As 2.522 -1.410 -0.349 2.0909
Ge 0.392 1.614 -1.627 0.4638
Ca -0.026 -2.447 0.292 2.0009
F 1.921 -2.164 1.164 -0.5579
F 0.871 -0.476 -0.240 0.0291
F 3.828 -2.448 -0.378 -0.4005
F 2.806 -0.697 -1.849 -0.3763
F 3.197 -0.161 0.531 -0.4143
F 1.465 -2.606 -1.199 -0.6218
O 0.034 -4.574 0.900 -0.4846
O -1.722 -3.384 -0.782 -0.5650
O -0.791 -2.522 2.359 -0.2900
O -1.788 -0.977 0.406 0.0850
C 4.305 4.441 0.643 -0.9231
C 2.119 2.267 -1.463 1.3199
C 0.240 -4.685 2.325 -0.6925
C -1.548 2.849 0.248 0.0709
C -3.045 -1.444 -0.126 -0.6408
C -0.695 -3.754 3.100 -0.6617
C 3.824 3.676 -0.448 0.8213
C -2.198 -4.562 -0.092 -0.5166
C 4.108 2.835 -2.714 -1.1119
C -1.818 -0.461 1.754 -0.3415
C -2.729 -2.448 -1.228 -0.7617
C -3.097 3.669 -1.923 -0.7439
C -1.804 -1.593 2.778 -0.9890
C -1.971 2.883 -2.138 -0.7667
C 3.609 4.497 1.813 -0.5877
C 2.595 2.989 -0.325 -0.0338
C 1.925 3.025 0.918 0.1995
C 4.560 3.571 -1.657 -0.7830
C 2.868 2.174 -2.619 -0.5939
C -2.687 3.611 0.453 -0.9519
C 0.020 0.430 -3.074 -1.3141
C -1.180 2.486 -1.052 1.1452
C -0.974 -5.394 0.258 -0.7021
C 2.409 3.765 1.958 -1.0201
C -3.452 4.029 -0.631 -0.5381
H -1.005 0.079 -2.968 0.3230
H -3.609 -0.604 -0.529 0.3913
H -1.693 -4.183 3.204 0.4037
H -2.746 -4.270 0.808 0.2018
H -0.959 2.552 1.100 0.4029
H 0.109 -5.713 2.655 0.4757
H -2.766 -2.107 2.826 0.4552
H 1.275 -4.400 2.493 0.3052
H 1.881 3.789 2.903 0.4374
H -0.907 0.128 1.863 -0.0967
H 0.102 0.977 -4.016 0.6018
H -0.526 -5.775 -0.654 0.3331
H 4.690 2.759 -3.623 0.4284
H -3.634 -1.908 0.668 0.3732
H 2.508 1.609 -3.472 0.3805
H 5.515 4.082 -1.726 0.4309
H -3.631 -2.973 -1.537 0.5804
H 5.241 4.979 0.533 0.4249
H -0.285 -3.571 4.093 0.4249
H -2.307 -1.943 -2.096 0.2262
H 3.980 5.087 2.641 0.4160
H 1.033 2.430 1.046 0.0354
H -1.714 2.605 -3.154 0.3883
H -2.858 -5.133 -0.744 0.5251
H -1.258 -6.231 0.893 0.4981
H -4.326 4.646 -0.467 0.4340
H -2.972 3.895 1.458 0.4415
H 0.719 -0.399 -3.091 0.4831
H -3.694 3.997 -2.765 0.4374
H -1.577 -1.194 3.766 0.4768
H -2.678 0.188 1.905 0.5185
```

Its calculated total energy is -6861.368796 a.u. The calculation puts the orbital gap at 7.246 eV. As for the max |F|: 1.54 eV/A. The charge is +2. The value obtained for the energy relative to the best compared isomer or geometry (same formula, charge and spin) is 0.0 kcal/mol.